No. 1
C7H20CoN3O | wB97M-V/def2-TZVPD

Cartesian coordinates (Å):
C (-1.328, -1.254, -4.219)
Co (-1.308, 1.285, -1.573)
N (-3.057, 2.058, -0.956)
H (-1.171, 1.485, -3.092)
H (-3.626, 1.529, -0.296)
H (-2.256, -0.685, -3.966)
H (-1.404, -2.171, -4.859)
H (-0.916, -1.531, -3.227)
H (-0.620, -0.524, -4.615)
H (-2.687, 2.863, -0.428)
H (-3.690, 2.456, -1.662)
C (-0.966, 0.981, 2.495)
N (0.108, 0.118, 2.045)
C (1.179, 0.036, 2.991)
C (2.157, -1.046, 2.567)
C (2.556, -0.986, 1.102)
N (1.372, -0.728, 0.282)
C (1.545, -0.789, -1.155)
C (0.235, -0.146, 0.725)
O (-0.718, 0.168, -0.049)
H (-1.828, 0.850, 1.819)
H (-0.659, 2.054, 2.519)
H (-1.263, 0.678, 3.514)
H (1.712, 1.002, 3.090)
H (0.666, -0.199, 3.941)
H (1.736, -2.035, 2.792)
H (3.070, -0.901, 3.161)
H (2.968, -1.943, 0.716)
H (3.305, -0.190, 0.928)
H (1.574, 0.214, -1.638)
H (2.533, -1.258, -1.282)
H (0.781, -1.392, -1.669)

M ... 221.2 g/mol
Multiplicity ... 4
Net charge ... -1
HOMO energy (alpha / beta) ... 0.8 / -2.8 eV
ΔE to the lowest compared entry with this formula, charge and spin ... 0.00 kJ/mol



No. 2
C3H5N3 | wB97M-V/def2-TZVPD

Cartesian coordinates (Å):
C (0.580, 1.491, -0.070)
C (1.845, -0.264, 0.003)
C (-0.389, 0.590, 0.010)
N (1.834, 0.985, 0.062)
N (0.768, -0.972, -0.118)
N (-1.737, 0.338, 0.016)
H (0.597, 2.606, -0.281)
H (2.784, -0.665, 0.002)
H (0.620, -1.862, 0.360)
H (-1.983, -0.525, -0.427)
H (-2.207, 0.413, 0.956)

M ... 83.1 g/mol
Net charge ... 0
HOMO energy ... -8.2 eV
ΔE to the lowest compared entry with this formula, charge and spin ... 282.60 kJ/mol



No. 3
C10H10F6N3O6S4ScTe4 | wB97M-V/def2-TZVPD

Cartesian coordinates (Å):
Sc (0.531, -0.451, -0.300)
C (0.240, -3.166, 1.656)
O (-0.465, -2.018, 1.193)
C (-1.604, -1.702, 1.972)
C (-2.234, -0.489, 1.340)
O (-1.219, 0.491, 1.226)
C (-1.490, 1.743, 1.850)
H (-0.421, -4.037, 1.622)
H (0.599, -2.994, 2.674)
H (1.090, -3.304, 0.995)
H (-1.280, -1.482, 2.998)
H (-2.304, -2.546, 1.983)
H (-3.068, -0.130, 1.948)
H (-2.600, -0.731, 0.339)
H (-1.665, 1.597, 2.920)
H (-2.353, 2.220, 1.380)
H (-0.614, 2.369, 1.707)
Te (3.363, -0.094, 0.266)
Te (5.509, -0.923, 1.469)
Te (3.161, -0.081, 4.667)
Te (1.652, 0.155, 2.496)
F (4.337, -1.813, -2.206)
C (3.196, -1.789, -2.903)
F (3.525, -1.726, -4.198)
F (2.557, -2.930, -2.711)
S (2.232, -0.180, -2.513)
O (2.081, -1.626, -0.209)
O (2.943, 0.754, -3.372)
N (0.895, -0.939, -3.167)
S (-0.645, -0.674, -2.945)
O (-1.090, -0.279, -1.522)
O (-1.574, -0.628, -4.040)
C (-0.947, -2.492, -2.533)
F (-0.720, -3.315, -3.558)
F (-2.231, -2.673, -2.152)
F (-0.195, -2.928, -1.480)
S (0.919, 2.103, -0.564)
C (-0.233, 2.660, -1.792)
S (-0.407, 1.914, -3.316)
C (-0.955, 3.810, -1.488)
C (-1.942, 4.343, -2.371)
N (-2.776, 4.777, -3.039)
C (-0.805, 4.518, -0.258)
N (-0.705, 5.077, 0.747)

M ... 1065.8 g/mol
Net charge ... -2
HOMO energy ... -2.0 eV
ΔE to the lowest compared entry with this formula, charge and spin ... 421.69 kJ/mol